{
  "formula": "C6H16N2",
  "method": "ωB97M-V/def2-TZVPD",
  "species": ["C", "N", "C", "C", "C", "N", "C", "C", "H", "H", "H", "H", "H", "H", "H", "H", "H", "H", "H", "H", "H", "H", "H", "H"],
  "xyz": [[-1.2184, 3.1458, 0.4862], [-0.3697, 1.9536, 0.6242], [-0.8381, 0.7698, -0.1743], [0.3939, -0.1296, -0.4659], [0.2833, -0.4936, -1.9672], [0.3431, -1.1803, 0.5879], [1.7165, -1.5634, 0.9488], [-0.2631, -2.4366, 0.0894], [-0.8658, 3.8710, 1.2463], [-2.2837, 2.9798, 0.6092], [-0.9401, 3.7715, -0.3639], [-0.2846, 1.7253, 1.6050], [-1.5538, 0.2902, 0.5133], [-1.3408, 1.0379, -1.0943], [1.3298, 0.4422, -0.3980], [1.2080, -0.8036, -2.4433], [-0.4634, -1.2415, -2.2251], [-0.0492, 0.3419, -2.6123], [2.2426, -0.7196, 1.3994], [1.5860, -2.3367, 1.7331], [2.3764, -1.9559, 0.1765], [-0.6168, -2.9087, 1.0374], [0.3709, -3.0870, -0.5014], [-1.2094, -2.2214, -0.4313]],
  "forces_ev_per_angstrom": [[1.64, 0.77, 1.09], [-0.55, 0.63, -1.38], [1.01, 0.84, 2.01], [-1.72, 0.48, -0.77], [0.02, -0.30, -0.83], [1.99, -0.88, -2.15], [-0.37, -0.03, 1.72], [-2.00, 0.76, 1.90], [-0.52, -0.52, 0.29], [-0.31, 0.05, -0.23], [-0.49, -0.70, -0.76], [-0.12, -0.30, -0.13], [0.06, -0.61, -0.75], [-0.05, 0.60, 0.02], [-0.48, 0.03, 0.51], [0.34, -0.31, 0.22], [-0.06, -0.32, 0.37], [0.31, 0.15, 0.77], [-0.12, 0.05, 0.05], [0.47, 0.29, -0.35], [-0.24, -0.18, -0.54], [0.50, -0.40, -0.83], [0.24, -0.05, -0.15], [0.44, -0.04, -0.08]],
  "e_homo_ha": -0.3107,
  "total_energy_ha": -347.6486,
  "smiles": "CNC[C@H](C)N(C)C"
}

---

{
  "formula": "C6H16N2",
  "method": "ωB97M-V/def2-TZVPD",
  "species": ["C", "C", "N", "C", "C", "C", "C", "N", "H", "H", "H", "H", "H", "H", "H", "H", "H", "H", "H", "H", "H", "H", "H", "H"],
  "xyz": [[3.2928, -0.3156, 0.2549], [1.7547, -0.1286, 0.6281], [0.9800, -0.2750, -0.5104], [-2.5012, -1.4207, 0.4949], [-1.0473, -1.0399, 0.7435], [-0.3986, -0.0739, -0.3472], [-0.9080, 1.4059, -0.0506], [-2.3390, 1.5703, -0.0797], [3.7839, -0.1073, 1.2036], [3.6375, 0.3518, -0.5319], [3.4331, -1.3611, -0.0174], [1.6766, 0.8315, 1.1962], [1.5342, -0.9529, 1.3613], [0.7305, 1.2608, -3.1336], [-2.7461, -2.0511, 1.3543], [-3.2141, -0.6044, 0.4179], [-2.5642, -2.0731, -0.3770], [-0.4522, -1.9243, 0.9756], [-1.0099, -0.4495, 1.6718], [-0.8252, -0.4113, -1.2975], [-0.4571, 1.9089, -0.9101], [-0.4558, 1.8834, 0.8256], [0.6130, 1.9490, -2.8845], [-2.5176, 2.0272, -0.9878]],
  "forces_ev_per_angstrom": [[-1.47, -0.17, 1.06], [3.43, 0.24, -0.49], [-2.35, 0.18, 1.90], [0.63, -0.63, -0.42], [-0.15, 0.73, 1.87], [-0.24, -1.75, -1.50], [0.36, 1.58, -1.36], [0.97, -0.30, -0.03], [0.55, -0.06, -0.24], [-0.17, 0.02, 0.10], [0.24, 0.14, -0.09], [-0.77, -0.42, -0.31], [-0.37, 0.43, -0.44], [0.01, -0.07, -0.01], [-0.24, 0.12, -0.01], [0.21, 0.07, 0.06], [-0.18, 0.09, -0.09], [0.17, -0.01, -0.65], [0.08, -0.08, -0.13], [-0.22, 0.60, -0.06], [0.04, 0.23, 0.08], [-0.21, -0.78, 0.45], [0.01, 0.07, -0.01], [-0.33, -0.23, 0.32]],
  "e_homo_ha": [-0.5440, -0.5434],
  "total_energy_ha": -347.2052,
  "spin_multiplicity": 2,
  "s2": 0.958,
  "total_charge": 1
}

---

{
  "formula": "C6H16N2",
  "method": "ωB97M-V/def2-TZVPD",
  "species": ["N", "C", "C", "C", "N", "C", "C", "C", "H", "H", "H", "H", "H", "H", "H", "H", "H", "H", "H", "H", "H", "H", "H", "H"],
  "xyz": [[-0.7972, 2.5350, 0.0405], [-0.9290, 1.1452, 0.3955], [-1.8985, 0.8381, 1.5314], [0.4968, 0.5802, 0.6643], [0.8522, -0.6549, 0.0343], [0.5934, -0.7199, -1.4146], [1.3792, -1.8262, -2.1019], [0.3659, -1.8349, 0.7201], [-1.6751, 3.0249, -0.0031], [-0.1479, 3.1417, 0.5192], [-1.3270, 0.6999, -0.4915], [-2.8848, 1.1583, 1.1952], [-1.9009, -0.2226, 1.7871], [-1.6687, 1.3830, 2.4480], [0.7930, 0.6997, 1.7102], [1.2111, 1.3440, 0.3207], [0.8646, 0.2604, -1.8114], [-0.4736, -0.8148, -1.6077], [2.3797, -1.9408, -1.6752], [1.5123, -1.5995, -3.1547], [0.9521, -2.8145, -1.9299], [0.2539, -1.6930, 1.7917], [-0.6135, -2.1452, 0.3511], [1.0140, -2.6986, 0.5529]],
  "forces_ev_per_angstrom": [[0.20, 0.67, -0.43], [-0.01, 0.29, 0.48], [0.21, 0.10, 0.17], [2.15, 2.19, 0.38], [-3.53, -0.60, 0.07], [1.55, 0.75, -0.57], [0.53, -0.52, 0.66], [0.72, -0.97, 0.84], [-0.29, -0.09, -0.07], [0.12, -0.41, 0.43], [-0.18, -0.67, -0.55], [-0.12, -0.22, 0.15], [-0.24, -0.05, -0.14], [0.16, 0.11, -0.09], [-0.62, -1.28, 0.33], [-0.30, -0.14, -0.97], [0.10, -0.05, -0.01], [-0.20, -0.22, 0.40], [0.06, 0.45, -0.06], [-0.26, -0.17, -0.07], [-0.37, 0.11, -0.43], [0.30, 0.28, -0.02], [-0.11, 0.30, -0.41], [0.13, 0.14, -0.09]],
  "e_homo_ha": [-0.4818, -0.4813],
  "total_energy_ha": -347.3923,
  "spin_multiplicity": 2,
  "s2": 0.754,
  "total_charge": 1
}

---

{
  "formula": "C6H16N2O",
  "method": "ωB97M-V/def2-TZVPD",
  "species": ["H", "N", "C", "C", "C", "N", "C", "C", "O", "H", "H", "H", "H", "H", "H", "H", "H", "H", "H", "H", "C", "H", "H", "H", "H"],
  "xyz": [[2.0875, -0.2443, -0.4608], [1.7588, 0.0765, 0.4484], [0.5417, 0.4478, 0.4671], [-0.0233, 0.9709, 1.7566], [-0.6389, -0.3299, -0.6657], [-0.2551, -0.0728, -2.0029], [-0.6431, -1.8411, -0.3633], [-1.0539, -2.1636, 1.0681], [0.6089, -2.4176, -0.6963], [-0.9046, 1.5859, 1.5578], [-0.2901, 0.1548, 2.4293], [0.7170, 1.5953, 2.2584], [-1.6062, 0.1239, -0.4398], [-0.9570, 0.2993, -2.6269], [0.5845, -0.5675, -2.2783], [-1.3581, -2.3103, -1.0527], [-1.1245, -3.2438, 1.1889], [-2.0265, -1.7306, 1.2988], [-0.3026, -1.8109, 1.7720], [1.2574, -2.1279, -0.0360], [0.7438, 2.7848, -0.7377], [0.2094, 1.6022, -0.6331], [-0.0348, 3.5398, -0.6819], [1.4189, 2.8696, 0.1047], [1.2908, 2.8094, -1.6748]],
  "forces_ev_per_angstrom": [[-0.29, -0.24, -0.09], [0.20, 0.82, -0.06], [-1.30, -3.69, -0.21], [-0.14, 0.59, -0.18], [1.62, 1.06, 1.25], [-0.02, 0.17, 0.39], [-0.12, 0.26, 0.46], [0.14, -0.33, -0.27], [0.15, -0.05, 0.05], [-0.04, -0.11, 0.13], [-0.05, 0.05, -0.13], [0.03, -0.09, -0.02], [0.05, -0.05, -0.01], [0.71, -0.38, -0.12], [-0.67, 0.10, -0.62], [0.11, 0.21, 0.04], [-0.04, -0.04, -0.01], [0.01, 0.10, 0.10], [-0.04, 0.07, 0.06], [-0.19, -0.03, -0.05], [-1.58, -2.83, 0.35], [1.47, 4.31, -0.91], [-0.02, 0.08, -0.14], [0.10, 0.05, 0.07], [-0.08, -0.02, -0.07]],
  "e_homo_ha": -0.3074,
  "total_energy_ha": -422.8639,
  "smiles": "[H]/N=C(/C)[C@@H](N)[C@H](C)O.C"
}

---

{
  "formula": "C6H16N2O",
  "method": "ωB97M-V/def2-TZVPD",
  "species": ["C", "O", "C", "N", "N", "C", "C", "C", "C", "H", "H", "H", "H", "H", "H", "H", "H", "H", "H", "H", "H", "H", "H", "H", "H"],
  "xyz": [[-1.6489, -2.6979, -0.2887], [-0.3823, -2.1692, -0.4980], [-0.3161, -0.4373, -0.6252], [0.1576, -0.1048, -1.9052], [0.4942, -0.3846, 0.4845], [1.8708, -0.8223, 0.3140], [0.3771, 1.2796, 0.8761], [-0.9758, 1.5502, 1.5038], [0.7675, 2.2956, -0.1809], [-2.2866, -2.0531, 0.3418], [-1.5537, -3.6562, 0.2367], [-2.1749, -2.8673, -1.2422], [-1.3254, -0.0609, -0.4521], [-0.5215, -0.2848, -2.6323], [1.0360, -0.5556, -2.1255], [2.4779, -0.1215, -0.2728], [1.8833, -1.7912, -0.1814], [2.3119, -0.9325, 1.3037], [1.1397, 1.2491, 1.6566], [-1.3125, 0.6819, 2.0688], [-1.7274, 1.7947, 0.7539], [-0.9045, 2.3964, 2.1897], [0.0186, 2.3560, -0.9684], [0.8676, 3.2822, 0.2778], [1.7273, 2.0535, -0.6348]],
  "forces_ev_per_angstrom": [[-0.22, 0.10, -0.10], [-0.47, 1.71, -1.14], [-0.17, -4.44, -0.55], [-0.02, -0.02, 0.28], [-0.21, 5.32, 0.97], [-0.05, 0.33, -0.08], [1.17, -2.48, 0.65], [0.08, -0.25, -0.07], [0.02, -0.31, -0.09], [0.07, -0.05, -0.02], [-0.04, 0.05, -0.12], [-0.15, -0.08, 0.14], [0.11, -0.20, -0.01], [0.04, -0.04, 0.07], [-0.08, -0.03, 0.00], [0.09, 0.00, 0.03], [-0.10, -0.01, 0.09], [0.08, 0.03, -0.04], [-0.06, 0.35, 0.09], [-0.01, 0.00, 0.03], [-0.08, 0.03, -0.04], [0.01, 0.02, -0.07], [0.04, 0.04, -0.04], [-0.06, -0.05, 0.11], [0.00, -0.01, -0.08]],
  "e_homo_ha": -0.3042,
  "total_energy_ha": -422.8728,
  "smiles": "CO[C@H](N)N(C)C(C)C"
}